Entry 1:
A 2-piece molecular cluster, C2H3Br overall in a non-equilibrium geometry. Source: the Open Molecules 2025 dataset; level of theory: ωB97M-V/def2-TZVPD.

```
! wB97M-V def2-TZVPD RIJCOSX def2/J DEFGRID3
* xyz 0 1
C -0.82 -0.20 -0.19
C 0.50 0.10 -0.03
Br 1.84 0.26 -1.24
H -1.48 -0.22 0.68
H -1.42 -0.15 -1.01
H 1.38 0.20 1.79
*
```

total energy: -2651.8283 hartree
HOMO level (alpha / beta): -9.52 / -9.66 eV
M: 106.9 u
orbital gap (alpha / beta): 8.892 / 8.882 eV
lowest unoccupied orbital energy (alpha / beta): -0.6312 / -0.7747 eV
energy above the lowest of the compared OMol25 structures with the same formula, charge and spin: 4.056 eV

Table of Mulliken atomic charges, one value per atom, all in e: number 1, C, carries -0.5398; number 2, C, carries -0.1573; number 3, Br, carries -0.0085; number 4, H, carries 0.2035; number 5, H, carries 0.3570; number 6, H, carries 0.1451

Entry 2:
C27H46AuN4O2SbSi as an isolated structure. Source: the Open Molecules 2025 dataset; level of theory: ωB97M-V/def2-TZVPD.

```
! wB97M-V def2-TZVPD RIJCOSX def2/J DEFGRID3
* xyz 2 3
Au 1.31 -0.79 -1.20
N -3.93 -1.20 5.96
C -3.50 0.09 5.65
C -2.36 0.70 6.39
C -2.54 0.81 7.92
C -3.87 1.45 8.31
N -4.96 0.46 8.35
C -5.37 -0.18 9.44
N -6.35 -1.09 9.32
N -4.85 0.05 10.64
C -0.70 2.02 2.09
O -1.44 2.64 2.75
O 0.02 1.41 1.41
H -4.47 -1.66 5.23
H -3.22 -1.82 6.31
H -4.14 0.67 4.99
H -2.20 1.70 5.99
H -1.44 0.14 6.20
H -1.72 1.41 8.32
H -2.47 -0.17 8.39
H -4.16 2.21 7.59
H -3.83 1.96 9.27
H -5.17 0.02 7.47
H -6.88 -1.17 8.47
H -6.63 -1.65 10.10
H -4.04 0.63 10.76
H -5.29 -0.31 11.47
C 5.68 -1.03 -2.60
C 4.67 -0.03 -3.16
C 3.81 -0.65 -4.26
Sb 3.40 0.73 -1.60
C 2.79 2.68 -2.23
C 2.51 2.70 -3.73
C 1.57 3.14 -1.43
C 4.64 1.02 0.13
C 4.72 -0.28 0.94
C 4.12 2.18 0.97
H 6.32 -1.39 -3.41
H 5.18 -1.90 -2.18
H 6.32 -0.60 -1.84
H 5.19 0.85 -3.54
H 3.26 -1.52 -3.89
H 4.45 -1.00 -5.08
H 3.09 0.05 -4.68
H 3.65 3.32 -2.01
H 1.70 2.02 -3.99
H 3.39 2.44 -4.33
H 2.20 3.71 -4.03
H 0.71 2.49 -1.62
H 1.29 4.15 -1.73
H 1.76 3.15 -0.36
H 5.63 1.26 -0.27
H 3.74 -0.56 1.32
H 5.38 -0.14 1.79
H 5.11 -1.11 0.35
H 3.12 1.97 1.36
H 4.08 3.12 0.42
H 4.78 2.33 1.83
C -1.42 -4.71 -4.37
C -0.87 -4.85 -3.10
C -0.77 -3.74 -2.27
C -1.22 -2.49 -2.70
C -1.78 -2.37 -3.98
C -1.88 -3.47 -4.80
Si -1.08 -1.05 -1.56
C -1.50 0.62 -2.22
C -2.19 1.55 -1.42
C -2.45 2.83 -1.89
C -2.03 3.20 -3.16
C -1.34 2.30 -3.96
C -1.07 1.03 -3.49
H -1.50 -5.57 -5.01
H -0.52 -5.81 -2.76
H -0.34 -3.86 -1.28
H -2.15 -1.41 -4.32
H -2.32 -3.38 -5.79
H -1.63 -1.27 -0.20
H -2.53 1.26 -0.44
H -2.99 3.53 -1.27
H -2.23 4.20 -3.52
H -1.01 2.60 -4.95
H -0.52 0.33 -4.12
*
```

total energy: -2090.8638 hartree
HOMO level (alpha / beta): -11.20 / -13.25 eV
M: 805.5 u
orbital gap (alpha / beta): 7.235 / 6.540 eV
lowest unoccupied orbital energy (alpha / beta): -3.9648 / -6.7066 eV
energy above the lowest of the compared OMol25 structures with the same formula, charge and spin: 0.000 eV

Here are the Mulliken charges for atoms 1 to 6, given in e: number 1, Au, carries -0.1783; number 2, N, carries -0.3901; number 3, C, carries -0.7299; number 4, C, carries -0.4957; number 5, C, carries -0.3919; number 6, C, carries -1.0176

Entry 3:
A 7-piece molecular cluster, C44H50FNO2 overall in a non-equilibrium geometry. Source: the Open Molecules 2025 dataset; level of theory: ωB97M-V/def2-TZVPD.

```
! wB97M-V def2-TZVPD RIJCOSX def2/J DEFGRID3
* xyz 0 1
C 4.40 -3.11 1.76
O 3.84 -1.86 1.31
C 2.40 -1.91 1.23
C 1.72 -0.52 1.59
C 0.35 -0.62 2.42
C -0.58 -1.85 2.03
C -1.57 -2.27 3.26
C -2.39 -3.40 2.46
O -2.72 -4.51 2.89
N -2.57 -2.82 1.11
C -1.55 -1.77 0.77
F -2.01 -0.51 0.30
H 5.48 -2.89 2.08
H 4.38 -3.92 0.94
H 3.88 -3.54 2.68
H 2.04 -2.25 0.19
H 2.06 -2.68 2.01
H 2.45 0.08 2.24
H 1.59 0.11 0.64
H 0.65 -0.70 3.53
H -0.21 0.37 2.34
H -0.06 -2.86 1.86
H -0.81 -2.75 3.97
H -2.26 -1.47 3.67
H -2.25 -3.62 0.53
H -0.92 -2.26 -0.06
C 3.41 2.05 4.42
C 3.30 3.43 4.33
C 2.28 4.09 5.01
C 1.37 3.37 5.78
C 1.48 1.99 5.86
C 2.49 1.32 5.18
H 4.20 1.53 3.89
H 4.00 4.00 3.73
H 2.20 5.17 4.95
H 0.58 3.89 6.31
H 0.76 1.42 6.45
H 2.58 0.24 5.24
C -6.23 2.54 2.04
C -6.04 1.19 1.79
C -4.84 0.75 1.23
C -3.84 1.66 0.92
C -4.04 3.02 1.16
C -5.23 3.46 1.72
H -7.16 2.89 2.48
H -6.82 0.48 2.02
H -4.69 -0.31 1.04
H -2.91 1.32 0.49
H -3.26 3.73 0.91
H -5.39 4.52 1.91
C 1.45 -6.67 -1.46
C 0.92 -6.80 -0.17
C -0.43 -6.53 0.05
C -1.24 -6.13 -1.00
C -0.71 -5.99 -2.28
C 0.63 -6.27 -2.51
H 2.49 -6.89 -1.63
H 1.56 -7.10 0.65
H -0.84 -6.63 1.05
H -2.29 -5.92 -0.82
H -1.35 -5.68 -3.10
H 1.04 -6.17 -3.51
C 0.27 -1.21 -4.80
C 0.53 -1.60 -6.11
C 1.26 -2.75 -6.36
C 1.75 -3.51 -5.30
C 1.51 -3.11 -3.99
C 0.77 -1.96 -3.74
H -0.31 -0.31 -4.61
H 0.15 -1.01 -6.94
H 1.46 -3.06 -7.39
H 2.32 -4.41 -5.50
H 1.89 -3.70 -3.17
H 0.58 -1.65 -2.72
C 3.91 0.61 -9.68
C 3.67 1.98 -9.55
C 3.19 2.49 -8.35
C 2.95 1.64 -7.28
C 3.18 0.27 -7.41
C 3.67 -0.24 -8.61
H 4.30 0.22 -10.61
H 3.86 2.64 -10.39
H 3.01 3.55 -8.25
H 2.57 2.04 -6.34
H 2.99 -0.39 -6.57
H 3.85 -1.30 -8.71
C -3.75 8.32 3.50
C -2.81 8.59 4.49
C -2.23 7.55 5.20
C -2.59 6.23 4.92
C -3.54 5.96 3.94
C -4.11 7.01 3.22
H -4.20 9.14 2.94
H -2.54 9.62 4.71
H -1.50 7.76 5.97
H -2.14 5.42 5.48
H -3.82 4.94 3.72
H -4.85 6.80 2.45
*
```

total energy: -2011.6224 hartree
HOMO level: -9.25 eV
M: 643.9 u
orbital gap: 9.673 eV
structure (SMILES): COCCC[C@H]1CC(=O)N[C@H]1F.c1ccccc1.c1ccccc1.c1ccccc1.c1ccccc1.c1ccccc1.c1ccccc1
lowest unoccupied orbital energy: 0.4238 eV

Here are the Mulliken charges for atoms 1 to 6, given in e: number 1, C, carries -0.6006; number 2, O, carries -0.4106; number 3, C, carries -0.0897; number 4, C, carries -0.3034; number 5, C, carries -0.4527; number 6, C, carries 0.2594

Entry 4:
One molecule with the formula C17H19N3O4S. Source: the Open Molecules 2025 dataset; level of theory: ωB97M-V/def2-TZVPD.

```
! wB97M-V def2-TZVPD RIJCOSX def2/J DEFGRID3
* xyz 0 1
N -5.57 -3.17 0.40
S -4.78 -3.54 1.84
O -5.58 -3.05 2.92
O -4.41 -4.92 1.80
C -3.32 -2.53 1.67
C -3.36 -1.21 2.08
C -2.24 -0.42 1.92
C -1.08 -0.95 1.35
C 0.11 -0.06 1.15
N -0.12 0.87 0.06
C -0.30 2.19 0.26
O -0.30 2.73 1.34
C -0.43 2.97 -1.06
N 0.81 2.90 -1.81
C 1.12 1.83 -2.56
O 0.33 0.94 -2.80
C 2.57 1.79 -3.01
C 3.33 1.30 -1.80
C 4.08 2.16 -1.01
C 4.69 1.70 0.14
C 4.55 0.38 0.52
C 3.80 -0.49 -0.26
C 3.19 -0.03 -1.41
C -1.06 -2.28 0.94
C -2.19 -3.07 1.10
H -5.66 -3.98 -0.20
H -6.47 -2.74 0.56
H -4.27 -0.83 2.53
H -2.25 0.61 2.23
H 0.29 0.55 2.04
H 1.01 -0.65 0.93
H -0.18 0.50 -0.88
H -1.22 2.53 -1.67
H -0.67 4.01 -0.84
H 1.55 3.52 -1.52
H 2.92 2.78 -3.31
H 2.67 1.09 -3.84
H 4.19 3.19 -1.31
H 5.28 2.38 0.74
H 5.03 0.02 1.42
H 3.70 -1.52 0.03
H 2.60 -0.70 -2.02
H -0.17 -2.69 0.50
H -2.20 -4.11 0.81
*
```

total energy: -1522.6728 hartree
HOMO level: -9.40 eV
M: 361.4 u
orbital gap: 9.985 eV
structure (SMILES): NS(=O)(=O)c1ccc(CNC(=O)CNC(=O)Cc2ccccc2)cc1
lowest unoccupied orbital energy: 0.5848 eV
energy above the lowest of the compared OMol25 structures with the same formula, charge and spin: 0.590 eV

Here are the Mulliken charges for atoms 1 to 6, given in e: number 1, N, carries -0.5142; number 2, S, carries 1.2532; number 3, O, carries -0.6589; number 4, O, carries -0.6632; number 5, C, carries 0.3731; number 6, C, carries -0.7780

Entry 5:
C30H48BN7Re as an isolated structure in a non-equilibrium geometry. Source: the Open Molecules 2025 dataset; level of theory: ωB97M-V/def2-TZVPD.

```
! wB97M-V def2-TZVPD RIJCOSX def2/J DEFGRID3
* xyz 2 2
Re 0.06 -0.63 0.59
C -0.03 3.52 -2.83
C -0.03 2.92 -1.47
C -0.03 3.58 -0.25
C -0.03 2.60 0.74
N -0.01 1.39 0.14
N -0.01 1.60 -1.23
B 0.04 0.43 -2.28
N 1.36 -0.32 -2.03
N 1.67 -0.44 -0.71
C 2.99 -0.48 -0.60
C 3.56 -0.41 -1.88
C 2.49 -0.31 -2.76
C 2.50 -0.18 -4.25
C 3.64 -0.39 0.75
C 4.40 0.95 0.81
C 2.51 -0.37 1.79
C 4.64 -1.53 1.05
N -1.19 -0.49 -1.99
N -1.57 -0.55 -0.66
C -2.92 -0.65 -0.61
C -3.38 -0.81 -1.91
C -2.28 -0.67 -2.75
C -2.23 -0.66 -4.24
C -3.75 -0.25 0.60
C -2.82 0.12 1.76
C -4.48 1.05 0.18
C -4.83 -1.28 0.99
C -0.05 2.89 2.23
C -1.28 3.76 2.54
C -0.10 1.64 3.12
C 1.21 3.69 2.58
H -0.05 4.60 -2.76
H -0.91 3.19 -3.40
H 0.86 3.22 -3.39
H -0.03 4.65 -0.10
H 0.00 0.87 -3.39
H 4.61 -0.42 -2.13
H 3.46 -0.50 -4.65
H 2.34 0.86 -4.56
H 1.71 -0.78 -4.70
H 3.77 1.78 0.49
H 5.29 0.91 0.17
H 4.74 1.14 1.84
H 2.00 0.59 1.77
H 2.89 -0.54 2.81
H 1.78 -1.20 1.62
H 5.21 -1.80 0.16
H 4.15 -2.43 1.43
H 5.35 -1.20 1.81
H -4.41 -0.94 -2.21
H -3.15 -1.09 -4.65
H -1.38 -1.24 -4.62
H -2.13 0.36 -4.62
H -2.49 1.16 1.68
H -1.91 -0.50 1.79
H -3.31 0.00 2.73
H -3.77 1.79 -0.22
H -4.98 1.47 1.05
H -5.23 0.84 -0.59
H -4.49 -1.98 1.75
H -5.18 -1.85 0.12
H -5.69 -0.76 1.40
H -2.21 3.24 2.32
H -1.26 4.69 1.97
H -1.28 4.02 3.60
H -1.01 1.06 2.95
H -0.11 1.95 4.16
H 0.78 1.00 2.99
H 1.26 4.62 2.00
H 2.13 3.13 2.38
H 1.20 3.95 3.64
C -2.00 -3.24 2.03
C -0.85 -3.64 1.20
C -0.62 -5.00 0.82
C 0.55 -5.02 0.15
C 1.03 -3.67 0.10
C 2.31 -3.31 -0.52
N 0.14 -2.81 0.72
H -2.25 -4.06 2.71
H -2.86 -3.08 1.39
H -1.81 -2.36 2.62
H -1.26 -5.83 1.08
H 1.08 -5.87 -0.26
H 3.02 -4.13 -0.38
H 2.73 -2.41 -0.10
H 2.19 -3.16 -1.60
*
```

total energy: -1657.8289 hartree
HOMO level (alpha / beta): -12.97 / -12.61 eV
M: 703.8 u
orbital gap (alpha / beta): 4.040 / 3.871 eV
lowest unoccupied orbital energy (alpha / beta): -8.9251 / -8.7416 eV
energy above the lowest of the compared OMol25 structures with the same formula, charge and spin: 2.990 eV

Here are the Mulliken charges for atoms 1 to 6, given in e: number 1, Re, carries 0.3483; number 2, C, carries -1.5284; number 3, C, carries 0.4918; number 4, C, carries -1.3539; number 5, C, carries -0.3745; number 6, N, carries 0.6676